No. 1
Molecular formula: C8H19NO
Method: DFT, the ωB97M-V functional and the def2-TZVPD basis

Output
Strongest force on any atom (eV Å⁻¹): 4.88
E_LUMO (eV): 0.689
E_HOMO (eV): -9.85
ΔE to the lowest compared entry with this formula, charge and spin (kJ/mol): 611.4
Gap between HOMO and LUMO (eV): 10.54

```
! wB97M-V def2-TZVPD RIJCOSX def2/J DEFGRID3
* xyz 0 1
C -2.52 0.70 -0.77
C -1.83 -0.65 -1.05
C -1.61 -3.03 -0.16
C 1.29 3.22 -0.89
C 1.55 1.78 -0.67
C 1.41 1.20 0.75
C 1.69 -0.30 0.72
C 1.44 -1.34 1.93
H -2.75 0.98 0.32
H -3.38 0.48 -1.47
H -1.75 1.34 -1.24
H -2.72 -1.37 0.67
H -1.07 -3.34 -1.00
H -1.06 -3.76 0.56
H -2.53 -3.63 -0.25
H 0.05 3.18 -1.26
H 1.35 3.79 0.44
H 1.82 3.49 -1.83
H 2.66 1.46 -0.95
H 0.94 1.14 -1.45
H 1.90 1.76 1.43
H 0.47 1.51 1.17
H 2.77 -0.65 0.45
H 1.10 -0.73 -0.03
H 0.41 -0.93 2.41
H 1.19 -2.59 1.56
H 2.36 -1.31 2.71
N -1.77 -1.51 0.04
O -1.41 -0.92 -2.17
*
```

No. 2
Molecular formula: C4H12S
Method: DFT, the ωB97M-V functional and the def2-TZVPD basis

Output
Strongest force on any atom (eV Å⁻¹): 1.84
E_LUMO (eV): 1.032
E_HOMO (eV): -8.44
ΔE to the lowest compared entry with this formula, charge and spin (kJ/mol): 65.9
Structure (SMILES): CSC.CC
Gap between HOMO and LUMO (eV): 9.47

```
! wB97M-V def2-TZVPD RIJCOSX def2/J DEFGRID3
* xyz 0 1
C 1.06 -2.50 -1.35
S 1.17 -1.05 -0.31
C 1.11 0.27 -1.51
H 1.93 -3.14 -1.25
H 0.23 -3.12 -1.01
H 0.89 -2.34 -2.42
H 1.57 1.17 -1.08
H 0.13 0.73 -1.68
H 1.55 0.05 -2.48
C -1.55 2.16 2.30
C -2.60 2.04 1.20
H -0.50 2.04 2.01
H -1.53 3.06 2.90
H -1.53 1.25 2.91
H -3.29 1.27 1.57
H -2.19 1.72 0.24
H -3.15 2.96 1.03
*
```

No. 3
Molecular formula: C4H14N2O
Method: DFT, the ωB97M-V functional and the def2-TZVPD basis

Output
Strongest force on any atom (eV Å⁻¹): 2.73
E_LUMO (eV): -6.655
E_HOMO (eV): -18.45
ΔE to the lowest compared entry with this formula, charge and spin (kJ/mol): 45.9
Gap between HOMO and LUMO (eV): 11.80

```
! wB97M-V def2-TZVPD RIJCOSX def2/J DEFGRID3
* xyz 2 1
C -0.81 -1.11 -0.38
C 0.30 0.01 -0.28
C -0.25 1.25 0.35
C -0.38 2.38 -0.36
N -0.86 3.63 0.35
N -0.11 -2.39 -0.75
H -1.32 -1.21 0.57
H -1.42 -0.70 -1.20
H 1.24 -0.36 0.21
H 0.52 0.22 -1.34
H -0.43 1.27 1.40
H -0.17 2.57 -1.38
H -0.76 4.30 -0.42
H -1.86 3.53 0.59
H -0.30 3.84 1.19
H 0.83 -2.48 -0.25
H -0.69 -3.22 -0.42
H 0.13 -2.55 -1.73
H 2.71 -2.54 1.03
H 1.80 -3.58 1.75
O 1.82 -2.89 1.08
*
```

No. 4
Molecular formula: C11H16MnN4OPS2
Method: DFT, the ωB97M-V functional and the def2-TZVPD basis

Output
Strongest force on any atom (eV Å⁻¹): 1.76
E_LUMO (alpha / beta) (eV): -3.680 / -3.875
E_HOMO (alpha / beta) (eV): -10.79 / -10.69
ΔE to the lowest compared entry with this formula, charge and spin (kJ/mol): 0.0
<S²>: 1.069
Gap between HOMO and LUMO (alpha / beta) (eV): 7.11 / 6.81

```
! wB97M-V def2-TZVPD RIJCOSX def2/J DEFGRID3
* xyz 1 2
Mn -1.09 -0.71 -0.66
N -4.64 1.72 -1.83
C -3.44 1.20 -1.56
S -3.19 0.54 0.04
N -2.52 1.29 -2.49
N -1.38 0.67 -2.21
C -0.34 0.96 -2.92
C 0.90 0.29 -2.59
C 2.12 0.63 -3.17
C 3.26 -0.03 -2.75
C 3.16 -1.02 -1.78
C 1.91 -1.30 -1.26
N 0.81 -0.66 -1.64
H -5.35 1.75 -1.13
H -4.81 2.13 -2.74
H -0.41 1.69 -3.72
H 2.15 1.40 -3.92
H 4.22 0.22 -3.18
H 4.03 -1.57 -1.45
H 1.78 -2.07 -0.51
S -2.61 -3.78 -0.36
C -1.93 -2.43 -0.56
C 1.85 0.95 2.73
P 0.37 -0.07 2.54
C -0.92 0.60 3.60
C 0.77 -1.73 3.12
O -0.08 -0.11 1.10
H 2.17 0.94 3.77
H 1.62 1.97 2.42
H 2.64 0.56 2.09
H -0.62 0.61 4.64
H -1.81 -0.01 3.47
H -1.14 1.62 3.26
H 1.07 -1.73 4.17
H 1.58 -2.13 2.51
H -0.12 -2.35 2.99
*
```

No. 5
Molecular formula: C43H49F5NO3S4ScTe2
Method: DFT, the ωB97M-V functional and the def2-TZVPD basis

Output
Strongest force on any atom (eV Å⁻¹): 4.34
E_LUMO (eV): -0.703
E_HOMO (eV): -8.18
ΔE to the lowest compared entry with this formula, charge and spin (kJ/mol): 108.4
Gap between HOMO and LUMO (eV): 7.47

```
! wB97M-V def2-TZVPD RIJCOSX def2/J DEFGRID3
* xyz 0 1
Sc -11.25 -16.03 9.75
C -9.70 -13.30 13.19
C -11.07 -12.64 13.63
S -12.09 -13.95 14.12
C -13.64 -13.17 13.52
C -14.50 -14.04 12.71
S -13.84 -14.50 11.10
C -13.12 -12.87 10.64
C -12.69 -12.84 9.19
S -11.00 -13.52 8.85
C -9.91 -12.36 9.76
C -8.78 -13.25 10.42
S -9.45 -14.32 11.72
H -9.37 -13.91 14.04
H -8.91 -12.55 13.09
H -11.44 -12.08 12.77
H -10.84 -11.97 14.46
H -13.40 -12.19 13.14
H -14.31 -12.81 14.29
H -15.42 -13.62 12.23
H -14.79 -14.91 13.29
H -12.23 -12.83 11.31
H -13.68 -12.02 10.86
H -12.76 -11.79 8.76
H -13.33 -13.31 8.45
H -10.38 -11.73 10.49
H -9.42 -11.85 8.90
H -8.09 -12.52 10.84
H -8.29 -13.94 9.71
C -6.24 -21.16 8.72
C -7.10 -19.94 9.06
C -6.48 -18.71 9.26
C -7.19 -17.50 9.50
C -6.53 -16.19 9.49
O -6.89 -15.31 10.27
C -5.60 -15.81 8.37
C -4.69 -14.78 8.46
C -3.77 -14.47 7.45
C -3.88 -15.20 6.25
C -4.85 -16.12 6.10
C -5.69 -16.50 7.19
C -8.60 -17.66 9.63
O -9.34 -16.49 9.78
C -9.24 -18.85 9.45
C -8.48 -19.99 9.05
C -10.71 -18.73 9.36
N -11.45 -18.32 10.28
C -10.99 -18.22 11.70
C -11.67 -19.24 12.64
Te -13.81 -18.98 12.90
C -14.54 -19.75 11.11
C -14.11 -20.93 10.59
C -14.77 -21.50 9.43
C -15.80 -20.74 8.80
C -16.26 -19.59 9.39
C -15.67 -19.09 10.55
C -11.31 -18.94 8.02
C -10.46 -19.06 6.87
C -11.09 -19.46 5.70
C -12.46 -19.61 5.66
C -13.24 -19.34 6.75
C -12.69 -19.09 7.98
H -6.63 -21.60 7.74
H -6.38 -21.95 9.46
H -5.25 -20.78 8.62
H -5.41 -18.72 9.32
H -4.54 -14.27 9.47
H -3.00 -13.81 7.66
H -3.17 -14.99 5.45
H -4.92 -16.66 5.17
H -6.34 -17.36 7.11
H -9.06 -20.85 8.67
H -11.13 -17.19 12.02
H -9.88 -18.46 11.73
H -11.24 -19.14 13.64
H -11.52 -20.25 12.21
H -13.28 -21.48 11.00
H -14.34 -22.40 9.02
H -16.25 -21.08 7.85
H -17.09 -19.12 8.88
H -15.92 -18.08 11.02
H -9.42 -18.85 6.84
H -10.47 -19.60 4.79
H -12.83 -20.08 4.74
H -14.34 -19.48 6.67
H -13.32 -19.02 8.89
C -14.03 -16.54 4.77
C -13.30 -15.36 5.50
C -14.22 -14.05 5.59
C -12.00 -15.12 4.64
C -12.95 -15.67 6.92
C -12.63 -15.91 8.08
H -14.40 -16.31 3.82
H -14.75 -17.00 5.43
H -13.22 -17.26 4.57
H -14.28 -13.62 4.62
H -13.69 -13.28 6.10
H -15.21 -14.33 5.98
H -12.46 -14.88 3.63
H -11.35 -16.02 4.63
H -11.39 -14.30 4.99
F -15.05 -8.88 12.23
Te -13.64 -9.01 10.91
F -12.62 -9.78 9.37
F -12.73 -10.54 11.96
F -14.74 -10.45 10.30
F -14.82 -7.99 9.91
O -12.50 -15.23 11.21
*
```

No. 6
Molecular formula: C16H48OP2ReSi4Te
Method: DFT, the ωB97M-V functional and the def2-TZVPD basis

Output
Strongest force on any atom (eV Å⁻¹): 6.99
E_LUMO (alpha / beta) (eV): -7.119 / -8.657
E_HOMO (alpha / beta) (eV): -13.20 / -14.98
<S²>: 3.777
Gap between HOMO and LUMO (alpha / beta) (eV): 6.08 / 6.32

```
! wB97M-V def2-TZVPD RIJCOSX def2/J DEFGRID3
* xyz 2 4
Re 0.10 0.00 -2.93
H -0.95 -0.75 -1.77
H -0.99 0.70 -1.77
P -0.09 -2.31 -3.20
P -0.09 2.32 -3.19
C 1.42 3.30 -2.79
H 1.29 4.36 -3.05
H 1.64 3.23 -1.72
H 2.27 2.89 -3.35
C -0.39 2.74 -4.94
H -1.33 2.28 -5.26
H -0.44 3.83 -5.09
H 0.42 2.33 -5.55
C -1.41 3.27 -2.32
H -1.26 3.23 -1.23
H -1.42 4.33 -2.63
H -2.39 2.83 -2.56
C -0.22 -2.72 -4.98
H -0.29 -3.80 -5.14
H -1.10 -2.23 -5.40
H 0.67 -2.33 -5.50
C 1.34 -3.32 -2.65
H 1.46 -3.26 -1.56
H 1.22 -4.38 -2.93
H 2.26 -2.94 -3.11
C -1.52 -3.22 -2.48
H -2.45 -2.75 -2.82
H -1.52 -4.28 -2.79
H -1.48 -3.18 -1.38
C 1.79 0.01 -2.06
O 2.84 0.01 -1.42
H 0.87 0.03 -4.49
C 0.35 3.38 1.56
Si -0.71 2.11 2.39
C -0.57 2.24 4.24
C -2.47 2.30 1.84
Si 0.01 0.01 1.96
Te 0.12 0.01 -0.32
Si 2.16 -0.45 2.46
C 2.10 -0.75 4.30
C 2.79 -1.95 1.57
C 3.25 1.01 2.08
Si -1.47 -1.66 2.35
C -1.82 -1.51 4.17
C -3.02 -1.46 1.34
C -0.69 -3.31 1.97
H -0.05 4.36 1.85
H 0.31 3.29 0.47
H 1.39 3.31 1.88
H -0.93 3.24 4.50
H -1.18 1.48 4.74
H 0.47 2.14 4.55
H -2.57 2.18 0.76
H -3.12 1.58 2.36
H -2.78 3.32 2.12
H 1.48 -1.62 4.52
H 3.13 -0.95 4.61
H 1.72 0.13 4.83
H 2.81 -1.79 0.49
H 3.82 -2.12 1.93
H 2.19 -2.84 1.79
H 3.24 1.23 1.01
H 2.93 1.88 2.65
H 4.26 0.73 2.38
H -2.30 -0.56 4.38
H -2.50 -2.33 4.42
H -0.90 -1.61 4.76
H -2.80 -1.55 0.28
H -3.69 -2.28 1.64
H -3.51 -0.51 1.55
H -0.43 -3.38 0.91
H 0.19 -3.47 2.59
H -1.45 -4.07 2.21
*
```

No. 7
Molecular formula: C6H8F5N
Method: DFT, the ωB97M-V functional and the def2-TZVPD basis

Output
Strongest force on any atom (eV Å⁻¹): 3.51
E_LUMO (eV): 0.823
E_HOMO (eV): -9.58
ΔE to the lowest compared entry with this formula, charge and spin (kJ/mol): 120.8
Structure (SMILES): N[C@@H](F)[C@@H](F)C(F)(F)F.C=C=C
Gap between HOMO and LUMO (eV): 10.40

```
! wB97M-V def2-TZVPD RIJCOSX def2/J DEFGRID3
* xyz 0 1
N -2.05 -1.22 1.00
C -0.92 -2.03 1.43
F -0.92 -3.25 0.80
C 0.49 -1.45 1.30
F 0.67 -0.57 2.37
C 1.49 -2.59 1.46
F 2.61 -2.22 1.88
F 1.10 -3.56 2.30
F 1.57 -3.19 0.21
H -2.21 -1.04 0.02
H -2.92 -1.54 1.27
H -1.09 -2.26 2.52
H 0.71 -0.87 0.38
C -0.03 1.60 -0.82
C 1.21 1.53 -1.20
C 2.48 1.42 -1.36
H -0.80 1.82 -1.52
H -0.19 1.58 0.27
H 3.07 0.62 -1.00
H 3.08 2.33 -1.53
*
```

No. 8
Molecular formula: C4H13NO2
Method: DFT, the ωB97M-V functional and the def2-TZVPD basis

Output
Strongest force on any atom (eV Å⁻¹): 0.99
E_LUMO (eV): 0.880
E_HOMO (eV): -9.45
ΔE to the lowest compared entry with this formula, charge and spin (kJ/mol): 65.4
Structure (SMILES): CN[C@@H](C)CO.O
Gap between HOMO and LUMO (eV): 10.33

```
! wB97M-V def2-TZVPD RIJCOSX def2/J DEFGRID3
* xyz 0 1
C -0.65 1.59 -0.97
N 0.43 0.60 -0.82
C 0.49 -0.07 0.50
C 0.51 0.91 1.70
C -0.61 -1.13 0.62
O -0.61 -1.72 1.92
H -0.80 1.81 -2.02
H -1.57 1.16 -0.56
H -0.46 2.52 -0.44
H 1.29 1.11 -0.92
H 1.47 -0.56 0.50
H 0.37 0.35 2.63
H 1.48 1.41 1.75
H -0.37 1.56 1.66
H -0.43 -1.86 -0.17
H -1.59 -0.66 0.44
H -0.38 -2.64 1.79
O 0.56 -1.82 -2.42
H 0.24 -1.57 -3.29
H 0.62 -0.98 -1.91
*
```

No. 9
Molecular formula: C14H23N3O2S
Method: DFT, the ωB97M-V functional and the def2-TZVPD basis

Output
Strongest force on any atom (eV Å⁻¹): 0.97
E_LUMO (eV): 0.412
E_HOMO (eV): -7.89
ΔE to the lowest compared entry with this formula, charge and spin (kJ/mol): 11.5
Structure (SMILES): CCCCCC[C@@H]1C[C@H](CCc2nc(=S)[nH][nH]2)C(=O)O1
Gap between HOMO and LUMO (eV): 8.30

```
! wB97M-V def2-TZVPD RIJCOSX def2/J DEFGRID3
* xyz 0 1
C 0.02 3.75 -3.16
C 0.40 3.81 -1.68
C 1.53 2.83 -1.36
C 1.91 2.86 0.12
C 2.94 1.79 0.48
C 2.35 0.38 0.58
C 1.39 0.20 1.75
C 1.17 -1.26 2.15
C -0.26 -1.25 2.68
C -1.11 -2.52 2.59
C -1.03 -3.25 1.24
C -1.17 -2.32 0.09
N -0.20 -1.97 -0.70
C -0.69 -1.07 -1.60
S 0.11 -0.31 -2.80
N -2.03 -0.93 -1.34
N -2.36 -1.76 -0.28
C -0.87 -0.09 1.88
O -2.04 0.10 1.69
O 0.08 0.69 1.41
H -0.82 4.40 -3.37
H 0.86 4.05 -3.78
H -0.25 2.73 -3.43
H 0.70 4.82 -1.42
H -0.47 3.55 -1.07
H 2.41 3.08 -1.97
H 1.21 1.83 -1.64
H 2.33 3.85 0.35
H 1.02 2.73 0.72
H 3.40 2.04 1.44
H 3.73 1.78 -0.27
H 3.17 -0.33 0.71
H 1.83 0.12 -0.34
H 1.73 0.79 2.61
H 1.89 -1.59 2.89
H 1.25 -1.89 1.26
H -0.27 -0.91 3.72
H -2.14 -2.23 2.79
H -0.80 -3.22 3.37
H -0.07 -3.75 1.13
H -1.82 -4.00 1.20
H -2.67 -0.25 -1.73
H -3.10 -1.49 0.36
*
```

No. 10
Molecular formula: C3H3OSm
Method: DFT, the ωB97M-V functional and the def2-TZVPD basis

Output
Strongest force on any atom (eV Å⁻¹): 0.71
E_LUMO (alpha / beta) (eV): -10.064 / -10.288
E_HOMO (alpha / beta) (eV): -17.14 / -18.45
ΔE to the lowest compared entry with this formula, charge and spin (kJ/mol): 0.0
<S²>: 15.760
Gap between HOMO and LUMO (alpha / beta) (eV): 7.08 / 8.16

```
! wB97M-V def2-TZVPD RIJCOSX def2/J DEFGRID3
* xyz 2 8
H -1.70 0.98 -0.33
O 0.95 1.59 -0.48
C -1.45 -0.01 0.06
C -0.20 -0.48 0.07
C 0.91 0.44 -0.23
H -2.27 -0.63 0.42
H 0.06 -1.49 0.39
Sm 3.70 -0.39 0.09
*
```

No. 11
Molecular formula: C13H31F3N2O5Zn
Method: DFT, the ωB97M-V functional and the def2-TZVPD basis

Output
Strongest force on any atom (eV Å⁻¹): 2.94
E_LUMO (eV): 0.478
E_HOMO (eV): -7.94
Gap between HOMO and LUMO (eV): 8.41

```
! wB97M-V def2-TZVPD RIJCOSX def2/J DEFGRID3
* xyz 0 1
Zn 7.47 6.85 9.31
C 8.81 4.95 11.08
O 8.01 5.48 12.14
O 8.29 5.07 9.88
C 10.16 5.77 11.32
F 10.68 5.77 12.65
F 11.14 5.26 10.58
F 10.04 7.06 10.98
C 8.01 4.55 13.20
C 7.76 5.27 14.47
H 6.73 5.65 14.54
H 7.93 4.56 15.25
H 8.43 6.09 14.61
H 9.01 4.15 13.33
H 7.34 3.67 12.95
H 9.08 3.89 11.12
C 9.74 8.09 8.21
O 8.57 8.49 8.86
H 10.04 7.14 8.49
H 9.65 8.09 7.09
H 10.64 8.69 8.46
C 5.25 9.28 12.15
C 5.59 8.48 10.91
C 5.63 9.41 9.69
O 5.69 8.65 8.54
C 5.85 9.46 7.44
N 6.90 7.93 10.96
H 4.37 9.94 12.05
H 6.07 9.96 12.49
H 5.02 8.58 12.94
H 4.90 7.61 10.75
H 6.47 10.07 9.77
H 4.66 9.97 9.69
H 5.62 8.91 6.58
H 6.78 10.02 7.42
H 5.09 10.27 7.57
H 7.04 7.43 11.80
H 7.68 8.52 10.70
C 6.02 4.87 5.63
C 6.00 5.68 6.92
C 5.53 4.82 8.05
O 5.43 5.63 9.20
C 5.39 4.89 10.38
N 7.28 6.18 7.32
H 6.48 5.36 4.78
H 4.98 4.47 5.37
H 6.54 3.94 5.68
H 5.35 6.54 6.79
H 6.32 4.12 8.27
H 4.55 4.37 7.77
H 4.39 4.43 10.48
H 5.62 5.56 11.17
H 6.10 4.05 10.35
H 7.94 5.42 7.22
H 7.65 6.88 6.69
*
```

Copy entry 2 word for word.
Molecular formula: C4H12S
Method: DFT, the ωB97M-V functional and the def2-TZVPD basis

Output
Strongest force on any atom (eV Å⁻¹): 1.84
E_LUMO (eV): 1.032
E_HOMO (eV): -8.44
ΔE to the lowest compared entry with this formula, charge and spin (kJ/mol): 65.9
Structure (SMILES): CSC.CC
Gap between HOMO and LUMO (eV): 9.47

```
! wB97M-V def2-TZVPD RIJCOSX def2/J DEFGRID3
* xyz 0 1
C 1.06 -2.50 -1.35
S 1.17 -1.05 -0.31
C 1.11 0.27 -1.51
H 1.93 -3.14 -1.25
H 0.23 -3.12 -1.01
H 0.89 -2.34 -2.42
H 1.57 1.17 -1.08
H 0.13 0.73 -1.68
H 1.55 0.05 -2.48
C -1.55 2.16 2.30
C -2.60 2.04 1.20
H -0.50 2.04 2.01
H -1.53 3.06 2.90
H -1.53 1.25 2.91
H -3.29 1.27 1.57
H -2.19 1.72 0.24
H -3.15 2.96 1.03
*
```